1.
Here is a structure of composition C59H48I2PSSb2Zr in a non-equilibrium geometry from OMol25. Energies are from wB97M-V/def2-TZVPD.

Each line ends with the Löwdin charge.
Positions of all 114 atoms, in Å:
Zr (-0.2519, 0.1588, 0.0223)  0.2460
I (0.2787, -2.3879, -1.5844)  1.0744
C (1.9921, -1.3399, -2.3562)  -0.5286
C (2.6122, -1.9663, -3.3981)  -0.1469
C (3.7937, -1.4155, -3.9268)  -0.0612
C (4.3239, -0.2918, -3.3618)  -0.0215
C (3.6869, 0.3545, -2.2787)  -0.2033
C (4.2434, 1.5264, -1.7178)  -0.0333
C (3.6123, 2.1859, -0.7055)  -0.0488
C (2.3800, 1.7092, -0.2181)  -0.1413
C (1.7678, 0.5785, -0.7266)  -0.4046
C (2.4479, -0.1376, -1.7618)  -0.2998
H (2.2165, -2.8826, -3.8149)  0.0948
H (4.2751, -1.9063, -4.7617)  0.1124
H (5.2441, 0.1341, -3.7448)  0.1210
H (5.1786, 1.8948, -2.1233)  0.1206
H (4.0484, 3.0786, -0.2756)  0.1152
H (1.8937, 2.2801, 0.5643)  0.0685
C (1.3504, -3.1259, 3.0294)  -0.3615
C (0.4888, -2.8205, 4.2621)  -0.3334
C (-0.5103, -1.6648, 4.1216)  -0.3428
Sb (-1.4052, -1.5132, 2.1678)  1.3221
C (-2.0899, -3.5542, 2.1030)  -0.3696
C (-2.7912, -4.0321, 3.2069)  -0.1349
C (-3.2517, -5.3396, 3.2271)  -0.0643
C (-3.0059, -6.1798, 2.1492)  -0.0707
C (-2.2929, -5.7148, 1.0555)  -0.0749
C (-1.8378, -4.4024, 1.0322)  -0.1449
C (-3.2607, -0.6797, 2.8546)  -0.4280
C (-3.2302, 0.5367, 3.5274)  -0.1479
C (-4.4158, 1.1432, 3.9185)  -0.0773
C (-5.6328, 0.5345, 3.6465)  -0.0848
C (-5.6639, -0.6812, 2.9776)  -0.0815
C (-4.4819, -1.2824, 2.5693)  -0.1774
Sb (2.0144, -1.4152, 1.8483)  1.4615
C (4.1038, -1.8960, 1.6817)  -0.3439
C (4.8173, -2.6224, 2.6271)  -0.1336
C (6.1752, -2.8496, 2.4589)  -0.0748
C (6.8336, -2.3646, 1.3374)  -0.0745
C (6.1250, -1.6566, 0.3781)  -0.0703
C (4.7682, -1.4270, 0.5508)  -0.1192
C (2.2302, -0.0119, 3.4730)  -0.3706
C (2.9877, -0.3497, 4.5908)  -0.1234
C (3.0842, 0.5225, 5.6655)  -0.0718
C (2.4270, 1.7442, 5.6275)  -0.0760
C (1.6747, 2.0897, 4.5153)  -0.0719
C (1.5762, 1.2150, 3.4412)  -0.1643
H (0.7793, -3.7436, 2.3300)  0.0325
H (2.2293, -3.7061, 3.3087)  0.0481
H (1.1358, -2.6015, 5.1143)  0.1023
H (-0.0650, -3.7311, 4.5048)  0.1017
H (-0.0276, -0.7129, 4.3263)  0.0352
H (-1.3306, -1.7739, 4.8311)  0.0656
H (-2.9834, -3.3762, 4.0481)  0.1032
H (-3.8039, -5.7017, 4.0847)  0.1112
H (-3.3734, -7.1976, 2.1616)  0.1094
H (-2.0862, -6.3706, 0.2195)  0.1083
H (-1.2797, -4.0562, 0.1701)  0.0113
H (-2.2846, 1.0242, 3.7367)  0.0848
H (-4.3877, 2.0954, 4.4331)  0.1093
H (-6.5576, 1.0089, 3.9484)  0.1068
H (-6.6102, -1.1647, 2.7690)  0.1082
H (-4.5155, -2.2194, 2.0263)  0.0933
H (4.3247, -3.0319, 3.5013)  0.0850
H (6.7212, -3.4104, 3.2065)  0.1085
H (7.8933, -2.5429, 1.2115)  0.1077
H (6.6263, -1.2823, -0.5056)  0.1066
H (4.2272, -0.8675, -0.2043)  0.0664
H (3.5007, -1.3021, 4.6279)  0.0848
H (3.6717, 0.2447, 6.5313)  0.1079
H (2.5036, 2.4252, 6.4653)  0.1070
H (1.1579, 3.0411, 4.4829)  0.1095
H (0.9613, 1.4975, 2.5952)  -0.0022
I (-3.3067, -0.0500, -0.6204)  1.1063
C (-3.8382, 1.9781, -0.9289)  -0.5742
C (-4.7792, 2.4376, -0.0562)  -0.1439
C (-5.3610, 3.6995, -0.2570)  -0.0546
C (-5.0331, 4.4194, -1.3656)  -0.0160
C (-4.0644, 3.9455, -2.2820)  -0.1492
C (-3.7995, 4.6840, -3.4529)  -0.0125
C (-2.8863, 4.2379, -4.3615)  -0.0407
C (-2.1264, 3.0999, -4.0681)  -0.0774
C (-2.3064, 2.3636, -2.9181)  -0.2789
P (-0.8912, 1.1892, -2.5668)  0.9919
C (-1.0058, 0.1553, -4.0925)  -0.3520
C (-0.4281, 0.4403, -5.3281)  -0.0950
C (-0.6303, -0.3987, -6.4142)  -0.0628
C (-1.4033, -1.5422, -6.2927)  -0.0690
C (-1.9957, -1.8315, -5.0730)  -0.0749
C (-1.7992, -0.9903, -3.9900)  -0.1922
C (0.3846, 2.4880, -2.8719)  -0.3668
C (1.4048, 2.4118, -3.8096)  -0.1079
C (2.1976, 3.5232, -4.0740)  -0.0683
C (2.0073, 4.7018, -3.3768)  -0.0727
C (1.0291, 4.7652, -2.3916)  -0.0589
C (0.2163, 3.6745, -2.1487)  -0.1089
C (-3.3695, 2.7178, -2.0369)  -0.2044
H (-5.0905, 1.8301, 0.7845)  0.0893
H (-6.0972, 4.0659, 0.4455)  0.1141
H (-5.5223, 5.3618, -1.5769)  0.1204
H (-4.3450, 5.6047, -3.6180)  0.1212
H (-2.7044, 4.7828, -5.2780)  0.1148
H (-1.3372, 2.8343, -4.7543)  0.1016
H (0.1829, 1.3199, -5.4711)  0.0816
H (-0.1807, -0.1483, -7.3665)  0.1107
H (-1.5521, -2.1962, -7.1416)  0.1095
H (-2.6124, -2.7137, -4.9576)  0.1103
H (-2.2988, -1.2218, -3.0612)  -0.0006
H (1.5839, 1.4920, -4.3504)  0.0920
H (2.9631, 3.4626, -4.8383)  0.1104
H (2.6264, 5.5638, -3.5893)  0.1074
H (0.8832, 5.6776, -1.8272)  0.1110
H (-0.5638, 3.7423, -1.4007)  0.0761
S (-1.1073, 2.1030, 0.9790)  0.0420

HOMO energy = -10.05 eV
total charge = +1
E_tot = -112637.92269 eV
relative energy (zero: lowest compared OMol25 entry of this formula, charge and spin) = 0.00 kcal per mole

2.
Here is a structure of composition C59H53N2O2SSbZn in a non-equilibrium geometry from OMol25. Energies are from wB97M-V/def2-TZVPD.

Each line ends with the Löwdin charge.
Positions of all 119 atoms, in Å:
Zn (-0.1951, 0.0312, 0.0952)  0.4897
O (-0.9105, -1.1910, 1.3559)  -0.2862
C (-1.2756, -0.8850, 2.6606)  -0.4748
C (-0.7746, 0.5274, 3.0740)  -0.0663
C (-1.3425, 1.6401, 2.2415)  -0.2296
C (-2.3341, 2.4912, 2.7037)  0.0021
C (-2.7862, 3.5045, 1.8737)  -0.0297
C (-2.2293, 3.6597, 0.6160)  0.0000
C (-1.2428, 2.7754, 0.2029)  -0.2366
C (-0.5988, 2.8639, -1.1495)  -0.0637
C (-1.0591, 1.7381, -2.1207)  -0.4805
O (-0.6557, 0.4872, -1.6820)  -0.2889
C (-2.5889, 1.8453, -2.2180)  -0.1501
C (-3.3969, 0.9394, -1.5469)  -0.0141
C (-4.7779, 1.0917, -1.5390)  -0.0691
C (-5.3680, 2.1494, -2.2128)  -0.0956
C (-4.5671, 3.0535, -2.8999)  -0.0828
C (-3.1893, 2.9010, -2.9006)  -0.0309
C (-0.4452, 1.9296, -3.5131)  -0.1598
C (-0.6886, 0.9210, -4.4462)  -0.0201
C (-0.1448, 0.9784, -5.7159)  -0.0855
C (0.6661, 2.0492, -6.0812)  -0.1031
C (0.9170, 3.0540, -5.1634)  -0.0904
C (0.3604, 2.9957, -3.8870)  -0.0400
N (-0.8317, 1.7901, 1.0117)  0.0847
C (-0.6632, -1.9562, 3.5756)  -0.1474
C (0.0816, -1.6836, 4.7150)  -0.0414
C (0.6343, -2.7154, 5.4698)  -0.0895
C (0.4395, -4.0333, 5.0970)  -0.0979
C (-0.3134, -4.3161, 3.9614)  -0.0767
C (-0.8549, -3.2890, 3.2092)  -0.0223
C (-2.8011, -0.9208, 2.8458)  -0.1427
C (-3.3715, -0.7072, 4.0997)  -0.0350
C (-4.7469, -0.7125, 4.2654)  -0.0824
C (-5.5790, -0.9442, 3.1766)  -0.0964
C (-5.0190, -1.1776, 1.9312)  -0.0773
C (-3.6383, -1.1654, 1.7683)  -0.0134
H (-1.0199, 0.7256, 4.1173)  0.1111
H (0.3151, 0.5332, 2.9737)  0.1082
H (-2.7464, 2.3477, 3.6930)  0.1168
H (-3.5680, 4.1741, 2.2091)  0.1118
H (-2.5607, 4.4417, -0.0535)  0.1187
H (-0.8378, 3.8397, -1.5743)  0.1176
H (0.4852, 2.7830, -1.0295)  0.0978
H (-2.9319, 0.1146, -1.0256)  0.0881
H (-5.3918, 0.3824, -0.9980)  0.0930
H (-6.4441, 2.2681, -2.2089)  0.0975
H (-5.0187, 3.8764, -3.4401)  0.0994
H (-2.5715, 3.6049, -3.4482)  0.1184
H (-1.3005, 0.0780, -4.1486)  0.1281
H (-0.3462, 0.1829, -6.4229)  0.1045
H (1.0941, 2.0972, -7.0747)  0.0981
H (1.5449, 3.8937, -5.4355)  0.0984
H (0.5795, 3.7941, -3.1899)  0.1033
H (0.2611, -0.6633, 5.0286)  0.1038
H (1.2186, -2.4795, 6.3509)  0.0993
H (0.8673, -4.8363, 5.6840)  0.0972
H (-0.4733, -5.3420, 3.6552)  0.0980
H (-1.4198, -3.5099, 2.3114)  0.1185
H (-2.7328, -0.5545, 4.9633)  0.1165
H (-5.1719, -0.5458, 5.2474)  0.0998
H (-6.6540, -0.9528, 3.3042)  0.0976
H (-5.6583, -1.3757, 1.0793)  0.0966
H (-3.1921, -1.3544, 0.8031)  0.0895
S (2.3094, 1.3291, 0.7823)  0.6808
C (3.5472, 0.9456, -0.2893)  -0.7438
N (4.1200, -0.2917, -0.2545)  0.0645
C (5.1002, -0.7264, -1.0836)  -0.0785
C (5.5996, 0.1006, -2.0365)  -0.0458
C (5.0553, 1.4023, -2.1316)  -0.0600
C (4.0616, 1.8118, -1.2924)  -0.0937
H (3.7491, -0.9415, 0.4307)  0.0695
H (5.4210, -1.7472, -0.9269)  0.0739
H (6.3784, -0.2403, -2.7006)  0.1116
H (5.4255, 2.0803, -2.8900)  0.1166
H (3.6269, 2.7977, -1.3641)  0.1091
C (2.5912, -2.2986, 2.0856)  -0.0513
C (3.5848, -2.7378, 1.0411)  -0.3413
C (4.8813, -3.0935, 1.4091)  -0.0247
C (5.8013, -3.5397, 0.4683)  -0.0738
C (5.4342, -3.6405, -0.8646)  -0.1200
C (4.1494, -3.2759, -1.2508)  -0.1290
C (3.2260, -2.8197, -0.3150)  -0.3460
Sb (1.2720, -2.1817, -0.9139)  1.6686
C (1.4980, -2.4850, -3.0145)  -0.3165
C (1.1892, -3.7138, -3.5915)  -0.1196
C (1.3042, -3.9031, -4.9619)  -0.0866
C (1.7318, -2.8543, -5.7620)  -0.0803
C (2.0429, -1.6290, -5.1910)  -0.0545
C (1.9333, -1.4235, -3.8181)  -0.2828
C (2.3038, -0.0902, -3.2234)  -0.0546
C (0.2314, -3.9880, -0.4632)  -0.3172
C (0.8613, -5.0371, 0.1939)  -0.1161
C (0.1555, -6.1816, 0.5456)  -0.0941
C (-1.1915, -6.2736, 0.2395)  -0.0832
C (-1.8224, -5.2313, -0.4278)  -0.0461
C (-1.1283, -4.0825, -0.7908)  -0.3052
C (-1.8288, -2.9705, -1.5205)  -0.0552
H (3.0277, -2.3268, 3.0836)  0.0910
H (1.7082, -2.9444, 2.0926)  0.0730
H (2.2331, -1.2800, 1.9028)  0.0292
H (5.1663, -3.0350, 2.4535)  0.1173
H (6.7991, -3.8198, 0.7822)  0.1096
H (6.1400, -4.0020, -1.6018)  0.1164
H (3.8656, -3.3461, -2.2949)  0.1100
H (0.8490, -4.5328, -2.9677)  0.0972
H (1.0573, -4.8621, -5.3993)  0.1010
H (1.8209, -2.9880, -6.8329)  0.1016
H (2.3678, -0.8073, -5.8192)  0.1082
H (2.4428, 0.6613, -4.0014)  0.0875
H (3.2414, -0.1702, -2.6621)  0.0441
H (1.5213, 0.2716, -2.5502)  0.0500
H (1.9150, -4.9705, 0.4403)  0.0936
H (0.6593, -6.9908, 1.0594)  0.1022
H (-1.7547, -7.1570, 0.5133)  0.1020
H (-2.8754, -5.3097, -0.6732)  0.1102
H (-2.8655, -3.2298, -1.7357)  0.0871
H (-1.3374, -2.7355, -2.4681)  0.0748
H (-1.8240, -2.0619, -0.9153)  0.0360

HOMO energy = -7.95 eV
E_tot = -134911.51102 eV
relative energy (zero: lowest compared OMol25 entry of this formula, charge and spin) = 19.02 kcal per mole

3.
Here is a structure of composition C59H57F20O2PSSi2 in a non-equilibrium geometry from OMol25. Energies are from wB97M-V/def2-TZVPD.

Each line ends with the Löwdin charge.
Positions of all 142 atoms, in Å:
O (4.0720, -4.5058, 2.5910)  -0.4928
P (4.6781, -4.1418, 1.2763)  0.5868
Si (6.4027, -2.7085, 1.5586)  0.5674
O (5.9491, -1.2603, 2.1816)  -0.3699
Si (4.6922, -0.3542, 1.5563)  0.1882
S (3.8632, 0.8892, 3.0679)  0.5295
C (5.2659, 0.6889, 0.1248)  -0.2634
C (4.1683, 1.5489, -0.5306)  -0.1220
C (3.1874, 0.7689, -1.4105)  -0.4126
F (3.1416, 1.3548, -2.6524)  0.1041
F (3.5882, -0.5242, -1.6020)  0.0976
C (1.7222, 0.7754, -0.8855)  -0.3256
F (1.2382, 2.0214, -1.1067)  0.1473
F (1.7134, 0.5633, 0.4554)  0.1113
C (0.7350, -0.2336, -1.5768)  -0.3288
F (-0.4597, 0.3789, -1.6815)  0.1456
F (1.1794, -0.5107, -2.8159)  0.1698
C (0.4977, -1.5727, -0.8221)  -0.3313
F (1.6946, -2.1458, -0.5570)  0.1303
F (-0.1255, -1.3096, 0.3451)  0.1643
C (-0.3649, -2.6037, -1.6069)  -0.3402
F (0.3632, -3.1054, -2.6207)  0.1654
F (-1.4593, -1.9957, -2.1066)  0.1689
C (-0.8823, -3.7983, -0.7546)  -0.5751
F (-1.3997, -4.6871, -1.5925)  0.1927
F (0.0842, -4.3854, -0.0670)  0.1891
F (-1.8280, -3.4048, 0.0784)  0.2010
C (7.3229, -2.4639, -0.1418)  -0.4406
F (8.0450, -1.2943, -0.0883)  0.0576
F (6.4098, -2.3252, -1.1626)  0.0509
C (8.2781, -3.6515, -0.5211)  -0.3732
F (7.9456, -4.1479, -1.7320)  0.1500
F (8.1144, -4.6525, 0.3923)  0.0813
C (9.7846, -3.3002, -0.5703)  -0.5708
F (10.0281, -2.3795, -1.4934)  0.1935
F (10.4762, -4.3939, -0.8716)  0.1904
F (10.1967, -2.8589, 0.6204)  0.1800
H (5.1613, -5.2738, 0.5806)  -0.0062
H (3.7323, -3.5724, 0.4031)  -0.0313
H (7.3506, -3.3393, 2.4835)  0.0258
H (3.6520, -1.2980, 1.1043)  -0.0022
H (2.7096, 0.2216, 3.1756)  -0.1827
H (6.0338, 1.3713, 0.5107)  0.0972
H (5.7526, 0.0940, -0.6511)  0.0726
H (3.6428, 2.1432, 0.2194)  0.1102
H (4.6521, 2.2546, -1.2112)  0.1326
C (3.2214, -8.6783, 0.0702)  -0.0852
C (3.0247, -7.3262, 0.3105)  -0.0996
C (2.3516, -6.5392, -0.6145)  -0.1033
C (1.8642, -7.1088, -1.7830)  -0.0901
C (2.0560, -8.4624, -2.0236)  -0.0949
C (2.7358, -9.2456, -1.1002)  -0.0936
H (3.7497, -9.2849, 0.7948)  0.0966
H (3.3877, -6.8776, 1.2296)  0.0822
H (2.2095, -5.4846, -0.4244)  0.0703
H (1.3338, -6.4998, -2.5047)  0.0995
H (1.6747, -8.9083, -2.9333)  0.1001
H (2.8856, -10.3001, -1.2935)  0.1001
C (-3.5841, 5.0926, 0.1933)  -0.0902
C (-2.5434, 4.9482, -0.7143)  -0.0883
C (-2.0086, 3.6914, -0.9616)  -0.0887
C (-2.5185, 2.5787, -0.3061)  -0.0861
C (-3.5599, 2.7229, 0.5996)  -0.0997
C (-4.0911, 3.9804, 0.8513)  -0.1004
H (-3.9980, 6.0744, 0.3844)  0.0747
H (-2.1507, 5.8158, -1.2289)  0.1018
H (-1.1952, 3.5770, -1.6670)  0.0971
H (-2.1076, 1.5993, -0.5029)  0.0846
H (-3.9620, 1.8540, 1.1047)  0.1020
H (-4.9028, 4.0938, 1.5596)  0.0980
C (-4.7592, 9.8348, 1.9189)  -0.0937
C (-5.2542, 10.9373, 1.2362)  -0.0951
C (-6.1052, 10.7597, 0.1541)  -0.0913
C (-6.4654, 9.4791, -0.2413)  -0.0891
C (-5.9727, 8.3765, 0.4418)  -0.0986
C (-5.1171, 8.5545, 1.5201)  -0.1033
H (-4.0939, 9.9731, 2.7613)  0.1009
H (-4.9761, 11.9359, 1.5476)  0.1005
H (-6.4877, 11.6193, -0.3811)  0.1012
H (-7.1327, 9.3400, -1.0823)  0.0775
H (-6.2563, 7.3777, 0.1330)  0.0972
H (-4.7295, 7.6950, 2.0529)  0.0950
C (5.7686, -9.5781, 3.8567)  -0.1034
C (6.3618, -8.8544, 2.8315)  -0.1013
C (6.3724, -7.4668, 2.8809)  -0.0991
C (5.7938, -6.8016, 3.9537)  -0.0977
C (5.2023, -7.5261, 4.9787)  -0.0837
C (5.1878, -8.9134, 4.9289)  -0.1064
H (5.7581, -10.6604, 3.8199)  0.0987
H (6.8168, -9.3710, 1.9957)  0.1011
H (6.8342, -6.9036, 2.0779)  0.0884
H (5.7941, -5.7218, 3.9861)  0.0812
H (4.7481, -7.0082, 5.8135)  0.1048
H (4.7224, -9.4786, 5.7270)  0.0993
C (-8.5100, 9.2737, -3.8702)  -0.1068
C (-8.4789, 7.9121, -3.6030)  -0.0977
C (-9.2255, 7.0349, -4.3781)  -0.0932
C (-9.9981, 7.5198, -5.4241)  -0.0950
C (-10.0268, 8.8818, -5.6926)  -0.0997
C (-9.2847, 9.7590, -4.9143)  -0.1045
H (-7.9278, 9.9593, -3.2673)  0.0928
H (-7.8720, 7.5324, -2.7902)  0.0932
H (-9.2043, 5.9735, -4.1671)  0.1009
H (-10.5780, 6.8360, -6.0304)  0.1002
H (-10.6279, 9.2597, -6.5098)  0.1010
H (-9.3068, 10.8208, -5.1231)  0.1050
C (-7.5090, -0.4905, -1.5308)  -0.0980
C (-6.8681, 0.6914, -1.8768)  -0.0939
C (-6.6763, 1.6819, -0.9238)  -0.0995
C (-7.1217, 1.4880, 0.3764)  -0.1032
C (-7.7614, 0.3061, 0.7233)  -0.0968
C (-7.9567, -0.6828, -0.2311)  -0.0988
H (-7.6591, -1.2627, -2.2743)  0.0993
H (-6.5159, 0.8401, -2.8894)  0.1001
H (-6.1752, 2.6034, -1.1917)  0.0981
H (-6.9688, 2.2597, 1.1205)  0.0946
H (-8.1077, 0.1551, 1.7377)  0.0996
H (-8.4577, -1.6037, 0.0382)  0.0993
C (-5.5553, 9.7890, -5.9098)  -0.0972
C (-4.4275, 10.5371, -5.6025)  -0.0953
C (-4.1185, 11.6666, -6.3487)  -0.1002
C (-4.9397, 12.0495, -7.3997)  -0.1003
C (-6.0688, 11.3015, -7.7061)  -0.0958
C (-6.3756, 10.1705, -6.9626)  -0.0980
H (-5.7986, 8.9092, -5.3278)  0.0973
H (-3.7893, 10.2406, -4.7798)  0.0996
H (-3.2371, 12.2483, -6.1108)  0.0986
H (-4.7003, 12.9312, -7.9802)  0.0986
H (-6.7103, 11.6012, -8.5250)  0.0991
H (-7.2553, 9.5861, -7.1998)  0.0962
C (7.1886, -12.3390, 8.2184)  -0.0964
C (7.3076, -12.3013, 9.6008)  -0.0995
C (7.1967, -11.0926, 10.2742)  -0.0992
C (6.9620, -9.9225, 9.5654)  -0.0954
C (6.8405, -9.9607, 8.1833)  -0.0952
C (6.9567, -11.1683, 7.5096)  -0.0950
H (7.2773, -13.2813, 7.6931)  0.0994
H (7.4870, -13.2144, 10.1537)  0.0990
H (7.2933, -11.0627, 11.3519)  0.0991
H (6.8731, -8.9802, 10.0906)  0.0997
H (6.6561, -9.0490, 7.6288)  0.0919
H (6.8667, -11.1947, 6.4308)  0.0896

HOMO energy = -9.20 eV
E_tot = -156435.57000 eV